The following is a quantum chemistry calculation of C31H26IrN2O2P as an isolated structure, from the OMol25 dataset.

Summary:
LUMO energy (alpha / beta) = -8.8964 / -12.3758 eV
<S²> = 8.783
highest occupied orbital energy (alpha / beta) = -16.39 / -17.47 eV
frontier orbital gap (alpha / beta) = 7.5 / 5.1 eV
spin multiplicity = 6
charge = +3

Geometry as XYZ:
```
63
Properties=species:S:1:pos:R:3:forces:R:3:lowdin_spin:R:1
Ir 0.24197 -1.67098 0.31408 -0.154 -0.021 -0.248 2.258
C -0.29658 -4.06679 1.45018 0.560 0.227 -0.202 0.035
C 1.02839 -3.55026 1.39007 -0.284 0.239 0.239 0.021
C 1.76667 -3.68969 0.20471 -0.554 0.111 -0.620 0.044
C 1.21483 -4.39763 -0.88608 0.036 -0.207 0.177 0.082
C -0.06120 -4.92970 -0.80786 0.581 0.217 0.437 0.056
C -0.82375 -4.72941 0.35334 -0.256 -0.165 -0.099 0.091
H -0.84989 -4.01499 2.37119 -0.147 0.108 0.170 0.000
H 1.51078 -3.11973 2.26203 -0.047 -0.267 0.116 0.006
H 2.77441 -3.33623 0.12040 0.413 0.054 0.198 0.002
H 1.85379 -4.58410 -1.73814 -0.122 0.026 -0.142 0.002
H -0.42782 -5.55258 -1.59878 -0.261 -0.075 -0.326 0.001
H -1.82506 -5.14412 0.41972 0.124 0.019 -0.031 0.003
O -1.25940 -2.05642 -1.63409 -0.076 0.181 -0.648 0.324
C -1.09695 -1.78144 -2.79849 -0.009 -0.455 1.750 0.582
C -0.25386 -0.78022 -3.39358 1.434 1.145 -0.250 0.121
C -0.20132 -0.76950 -4.77240 -0.657 -0.333 -0.377 0.012
C 0.47312 0.20768 -5.50382 -0.915 -0.911 -0.248 0.002
C 1.11791 1.22275 -4.85746 0.388 -0.007 -0.717 -0.004
C 1.28516 1.12844 -3.49390 -0.107 -0.607 1.680 0.010
C 0.60763 0.16592 -2.72944 0.030 -0.111 -1.291 0.032
P 0.78954 0.27718 -0.97642 -0.083 0.275 1.176 0.111
C 2.33969 1.03923 -0.43184 -0.266 0.401 -0.253 0.023
C 2.52686 2.42846 -0.47588 0.666 -0.439 0.076 0.005
C 3.75139 2.96965 -0.09553 -0.320 -0.470 -0.107 0.002
C 4.77778 2.13163 0.32310 0.070 -0.656 -0.104 0.002
C 4.59600 0.74370 0.40483 -0.273 0.631 -0.354 0.001
C 3.37520 0.22152 0.01121 -0.018 -0.779 0.083 0.010
C -0.51779 1.54990 -0.59685 -0.294 0.047 -0.447 0.269
C -0.49221 2.27584 0.60823 1.191 -0.555 0.353 0.016
C -1.52469 3.06282 0.98741 -0.199 0.331 -0.044 0.134
C -2.66513 3.13016 0.14593 0.053 0.094 0.256 0.263
C -2.65854 2.48985 -1.10900 -0.700 0.304 -0.254 0.086
C -1.59809 1.77788 -1.52535 1.283 -0.497 1.040 0.045
H -0.78589 -1.53870 -5.26940 0.147 0.161 -0.206 0.007
H 0.39557 0.10624 -6.57348 0.194 0.423 -0.218 0.000
H 1.54110 2.02632 -5.43334 0.303 0.187 0.022 0.000
H 1.99251 1.74980 -2.95093 -0.191 0.281 -0.330 0.001
H 1.76562 3.06426 -0.87003 -0.434 0.437 -0.084 0.002
H 3.90907 4.03017 -0.16886 0.067 0.235 0.001 0.000
H 5.75676 2.53283 0.51053 0.171 0.217 0.275 0.000
H 5.39649 0.07609 0.69965 -0.008 0.165 0.030 0.000
H 3.23951 -0.86115 -0.00333 0.024 0.187 0.088 0.004
H 0.39583 2.19110 1.23341 -0.215 0.009 0.008 -0.002
H -1.50186 3.64524 1.89552 0.021 -0.016 0.119 0.003
H -3.47267 3.77805 0.41534 -0.326 0.227 0.006 0.008
H -3.49348 2.61655 -1.76395 -0.450 0.136 -0.240 0.001
H -1.52969 1.37925 -2.51040 -0.185 -0.294 -0.513 -0.001
N -4.69429 1.20457 3.63759 0.257 -0.472 0.186 0.012
C -3.76838 1.18946 2.69135 0.649 0.120 0.074 0.010
O -3.88586 1.75833 1.60143 -0.398 0.025 -0.124 0.123
C -2.45709 0.51577 2.98686 -0.131 0.367 0.533 0.005
C -1.74277 0.68856 4.17099 0.092 0.010 -0.577 0.001
C -0.45592 0.15402 4.25139 -0.607 0.744 0.767 0.006
C 0.05835 -0.51711 3.18746 0.466 -0.909 0.024 0.019
N -0.67339 -0.73857 2.09470 0.463 -0.246 -1.029 0.124
C -1.87333 -0.19071 1.96194 -0.427 -0.538 0.026 0.020
H -5.53989 1.71447 3.45071 -0.362 0.014 0.122 0.000
H -4.64672 0.55127 4.41666 -0.184 0.419 -0.236 0.001
H -2.14972 1.30106 4.96023 -0.039 -0.095 0.272 0.000
H 0.12786 0.28087 5.14305 0.192 0.063 0.224 0.001
H 1.05255 -0.97378 3.23738 -0.339 0.257 -0.113 0.005
H -2.43915 -0.38312 1.05600 0.162 0.036 -0.099 0.004
```
Forces are in eV/Å.

***

The following is a quantum chemistry calculation of a 6-piece molecular cluster, C31H26N5O13 overall, from the OMol25 dataset.

Summary:
LUMO energy = 0.6247 eV
highest occupied orbital energy = -5.74 eV
frontier orbital gap = 6.4 eV
charge = -1

Geometry as XYZ:
```
75
Properties=species:S:1:pos:R:3:forces:R:3:mulliken_charge:R:1
C 0.32382 -2.14355 0.07959 -0.236 -1.044 -1.483 0.482
O 0.13781 -3.33303 0.25700 1.233 -3.536 0.975 -0.691
O 1.56621 -1.74025 -0.35860 1.636 -1.240 0.771 -0.401
O -0.57068 -1.35313 0.09314 -2.402 4.688 0.247 -0.583
H 2.05987 -2.60081 -0.21747 -0.272 1.392 -0.604 0.327
C 2.51253 1.85804 0.05822 2.193 0.881 5.977 -0.405
C 3.28511 2.52185 1.28081 -2.755 9.236 -14.740 -0.941
C 3.69984 3.98982 0.96939 -3.832 -3.504 -0.784 -0.724
C 3.01018 4.74807 -0.14417 -1.010 -4.043 -0.887 0.241
C 1.99130 4.04918 -1.12104 2.460 0.808 1.607 -0.354
C 1.87144 2.51720 -0.92619 -0.538 4.025 -2.361 0.091
N 3.37055 6.19180 -0.38108 -2.676 -0.487 -1.269 0.916
O 2.86605 6.70654 -1.39997 1.104 -0.683 1.212 -0.594
O 3.94643 6.80837 0.47223 0.779 -0.037 0.331 -0.568
H 2.40744 0.79928 0.30879 -0.393 0.101 -0.991 0.283
H 3.41312 2.03369 2.04465 2.069 -4.961 7.982 1.078
H 4.32477 4.44282 1.70608 0.295 0.740 0.019 0.388
H 1.47107 4.82072 -2.02035 1.643 -2.919 3.022 0.230
H 1.26687 1.94383 -1.67580 0.609 0.733 0.865 0.338
C -2.73537 -3.62561 -3.96327 0.697 -0.853 3.572 -0.317
C -1.55763 -3.09149 -3.11102 1.021 -0.040 -4.965 -0.167
C -0.34535 -2.55618 -3.90714 -5.350 -0.399 -3.214 -0.449
C -0.41074 -2.34828 -5.43317 -6.127 -5.360 1.198 -0.032
C -1.73422 -3.06540 -6.21429 1.444 0.975 5.853 -0.414
C -2.86945 -3.65895 -5.31896 5.876 3.548 -3.281 -0.429
N 0.71727 -1.97115 -6.22293 3.167 2.302 3.181 0.925
O 1.78911 -1.68892 -5.55185 -2.648 -1.192 -1.488 -0.585
O 0.63253 -1.72632 -7.38780 -0.620 -0.526 -1.250 -0.571
H -3.62864 -4.23981 -3.51088 1.942 1.670 0.067 0.191
H -1.49478 -3.17890 -2.00339 -0.163 0.146 -0.993 0.366
H 0.44625 -1.95805 -3.60200 1.531 0.285 1.779 0.638
H -1.83011 -3.11884 -7.28178 0.260 0.228 -0.281 0.398
H -3.69933 -3.94217 -5.90659 -0.932 -0.713 0.039 0.405
C 0.92898 -5.04321 4.21991 2.053 -1.697 3.436 -0.437
C 2.23264 -5.72798 4.67501 1.886 6.464 -7.916 -0.484
C 3.51119 -5.36893 3.97832 -1.822 -0.536 -1.274 -0.372
C 3.52850 -4.29543 2.76043 -4.263 -1.419 3.736 0.069
C 2.25134 -3.60453 2.57701 0.359 -0.333 1.061 0.549
C 0.91401 -4.03014 3.37584 3.121 4.408 -5.312 -0.329
N 4.72487 -4.04141 1.99139 1.355 0.834 -2.202 0.828
O 4.54084 -3.41403 0.88595 0.771 -1.741 3.275 -0.520
O 5.85078 -4.46330 2.38515 -3.062 1.050 -0.831 -0.562
H 0.04395 -5.17767 4.84740 0.147 -0.515 -0.367 0.324
H 2.39456 -6.36752 5.39460 -0.096 -3.429 3.755 0.541
H 4.46280 -6.07667 4.15098 -2.220 2.124 -0.307 0.249
H 2.12851 -2.59887 1.95190 0.544 -2.712 1.179 -0.003
H 0.11872 -3.26140 2.91439 1.173 -2.516 1.707 0.116
C -1.73076 2.08949 -2.95243 -4.070 5.882 0.263 -0.593
C -2.67232 3.30269 -3.43253 -1.233 -1.704 5.862 -0.565
C -3.77412 3.87855 -2.39994 4.714 -2.815 -1.347 -0.490
C -3.67160 3.42309 -1.02477 2.610 -2.224 -2.146 0.084
C -2.59169 2.29959 -0.58823 -1.093 1.550 -4.193 -0.157
C -1.65363 1.71640 -1.60792 -3.199 0.195 1.017 -0.160
N -4.66949 3.84963 -0.04641 -2.418 0.251 0.322 0.877
O -5.70650 4.57545 -0.39522 4.080 -2.471 1.129 -0.566
O -4.49191 3.35797 1.06999 -0.845 1.350 -1.096 -0.523
H -1.14074 1.61783 -3.65338 1.146 -0.836 -1.545 0.637
H -2.74101 3.90156 -4.33709 0.560 -0.957 -0.349 0.360
H -4.44644 4.58580 -2.92408 0.241 -0.429 1.293 0.375
H -2.68026 1.78267 0.35768 -0.002 0.503 0.131 0.380
H -1.13718 0.71522 -1.47063 -0.405 1.501 0.815 0.340
C 0.51649 2.02979 3.70989 -2.676 -2.764 -1.570 -0.592
C 0.11986 0.74082 2.90403 -1.327 0.292 1.354 0.172
C -1.28455 0.31846 2.71136 -0.298 4.118 1.752 -0.205
C -2.40481 1.22215 3.24440 2.849 2.019 0.069 0.057
C -2.05877 2.58407 3.79478 1.927 -3.213 0.378 -0.701
C -0.60600 2.86215 4.06418 -0.227 0.291 -0.809 -0.248
N -3.86052 0.75214 3.19724 -2.675 -1.334 2.622 0.947
O -4.19348 -0.20900 2.47814 1.498 2.431 0.852 -0.527
O -4.70029 1.17551 4.11542 3.568 -0.533 -3.319 -0.568
H 1.61443 2.20204 4.02432 -2.188 -0.080 -0.754 0.285
H 0.86412 -0.06520 2.53246 -1.050 1.862 0.645 0.115
H -1.62340 -0.53345 2.12949 0.582 -0.166 0.082 0.587
H -2.76910 3.30294 4.28300 0.463 -1.068 -1.015 0.391
H -0.37128 3.90238 4.49780 -0.486 -1.852 -0.490 0.246
```
Forces are in eV/Å.

***

Relative energy (zero: lowest compared OMol25 entry of this formula, charge and spin): 0.0000 3.1776 (eV)